50
Properties=species:S:1:pos:R:3 method="wB97M-V/def2-TZVPD" de_lowest_kcal_mol=89.5 mol_weight_g_mol=468.24 charge=+2
Y 2.26694 -0.79168 2.29035
F 0.80058 -0.90291 0.68047
C -1.37615 1.21968 -3.46627
O -1.81861 0.14733 -3.83219
N -0.14627 1.37626 -2.86805
N -2.01927 2.41088 -3.70429
H 0.18690 2.25197 -2.51569
H 0.31504 0.51043 -2.65698
H -2.94882 2.39531 -4.07825
H -1.60173 3.24735 -3.34325
C 2.00993 -2.90410 -2.61102
O 2.75611 -1.98112 -2.93908
N 1.11188 -2.75493 -1.60041
N 2.02782 -4.09559 -3.24391
H 1.12197 -1.82374 -1.22428
H 0.45105 -3.44035 -1.28673
H 2.60752 -4.21722 -4.05647
H 1.41178 -4.87101 -3.07397
C -1.72397 2.52668 1.53653
O -0.68027 2.91072 1.03542
N -2.21088 1.24947 1.38369
N -2.59666 3.37734 2.16640
H -3.16254 1.04915 1.63790
H -1.62255 0.52626 1.01267
H -3.50430 3.09156 2.48412
H -2.40020 4.36093 2.11211
C -2.44837 -1.95566 -0.38293
O -3.37638 -2.63545 -0.74786
N -1.85502 -0.99633 -1.15809
N -1.94566 -2.01771 0.90953
H -0.95953 -0.61788 -0.90900
H -2.15300 -0.93389 -2.12815
H -2.40570 -2.64992 1.53936
H -1.06165 -1.61943 1.16234
C -0.39725 -0.05374 4.44339
O 0.38858 -0.19303 3.45438
N -1.58039 0.55443 4.34921
N 0.03012 -0.27550 5.71095
H -1.98828 0.72937 3.43605
H -2.20529 0.44777 5.13494
H -0.57420 -0.21503 6.51483
H 0.92010 -0.71668 5.85209
C 3.88075 0.74627 -0.52699
O 3.35528 0.03885 0.39858
N 4.30358 2.00188 -0.28893
N 3.95500 0.31934 -1.78907
H 4.44610 2.64470 -1.04772
H 4.34435 2.28494 0.67225
H 4.54525 0.82959 -2.42349
H 3.52633 -0.58552 -2.01448